{
  "formula": "C4H12",
  "method": "ωB97M-V/def2-TZVPD",
  "symbols": ["C", "C", "H", "H", "H", "H", "H", "H", "C", "C", "H", "H", "H", "H", "H", "H"],
  "xyz": [[-0.967, -2.309, -0.330], [-1.963, -1.148, -0.265], [-1.329, -3.085, -1.005], [-0.015, -1.905, -0.660], [-0.865, -2.796, 0.631], [-1.441, -0.264, 0.110], [-2.836, -1.254, 0.383], [-2.275, -0.870, -1.270], [0.792, 1.626, 0.685], [2.135, 1.810, -0.043], [-0.054, 2.015, 0.090], [0.467, 0.585, 0.737], [0.627, 2.084, 1.660], [2.371, 2.871, 0.000], [2.883, 1.286, 0.527], [1.978, 1.545, -1.086]],
  "forces_ev_per_angstrom": [[-0.9, 0.1, 0.1], [0.5, 0.7, 0.0], [0.2, 0.0, -0.2], [0.2, -0.3, -0.1], [0.3, 0.0, 0.3], [-0.1, 0.0, 0.1], [0.0, -0.4, -0.2], [-0.3, -0.1, 0.0], [-1.5, -0.2, -0.9], [-1.5, 0.8, 1.0], [0.5, 0.3, -0.1], [0.5, -0.2, 0.4], [0.7, 0.0, 0.1], [0.3, 0.1, -0.2], [0.6, -0.4, -0.5], [0.6, -0.4, 0.1]],
  "nbo_charge": [-0.607, -0.608, 0.202, 0.204, 0.203, 0.199, 0.205, 0.201, -0.611, -0.610, 0.197, 0.197, 0.207, 0.203, 0.207, 0.210],
  "e_tot_ev": -4342.2086,
  "charge": 0,
  "relative_energy_kj_mol": 30.84,
  "homo_lumo_gap_ev": 12.8,
  "max_force_ev_per_a": 1.97,
  "smiles": "CC.CC"
}

***

{
  "formula": "C4H12",
  "method": "ωB97M-V/def2-TZVPD",
  "symbols": ["C", "C", "H", "H", "H", "H", "H", "H", "C", "C", "H", "H", "H", "H", "H", "H"],
  "xyz": [[1.990, 0.727, -1.418], [1.654, -0.067, -0.170], [2.144, 0.130, -2.318], [1.161, 1.391, -1.672], [2.827, 1.395, -1.226], [1.434, 0.649, 0.630], [0.782, -0.699, -0.277], [2.474, -0.590, 0.333], [-2.206, -0.005, 0.211], [-1.404, -0.784, 1.252], [-2.627, -0.635, -0.570], [-3.031, 0.547, 0.663], [-1.591, 0.779, -0.238], [-0.357, -0.505, 1.328], [-1.731, -0.466, 2.247], [-1.519, -1.865, 1.225]],
  "forces_ev_per_angstrom": [[-0.2, 0.2, -0.1], [0.2, 0.7, 0.9], [0.3, -0.1, 0.2], [-0.1, 0.0, 0.1], [0.3, -0.2, -0.2], [-0.5, 0.1, -0.1], [0.1, -0.2, -0.1], [0.1, -0.4, -0.8], [0.2, 0.3, -0.1], [-0.3, 0.6, 1.3], [0.1, 0.0, -0.1], [-0.1, -0.2, 0.1], [0.0, -0.2, -0.2], [0.0, -0.3, -0.6], [-0.3, -0.3, 0.0], [0.1, 0.0, -0.2]],
  "nbo_charge": [-0.607, -0.613, 0.204, 0.201, 0.204, 0.197, 0.209, 0.207, -0.619, -0.626, 0.208, 0.206, 0.205, 0.213, 0.204, 0.209],
  "e_tot_ev": -4342.1414,
  "charge": 0,
  "relative_energy_kj_mol": 37.33,
  "homo_lumo_gap_ev": 12.5,
  "max_force_ev_per_a": 1.44,
  "smiles": "CC.CC"
}

***

{
  "formula": "C4H12",
  "method": "ωB97M-V/def2-TZVPD",
  "symbols": ["C", "C", "H", "H", "H", "H", "H", "H", "C", "C", "H", "H", "H", "H", "H", "H"],
  "xyz": [[0.185, 1.581, 0.028], [0.004, 2.555, 1.216], [-0.130, 0.596, 0.297], [-0.387, 1.950, -0.827], [1.248, 1.581, -0.235], [-0.558, 3.427, 0.877], [0.923, 2.937, 1.649], [-0.585, 2.124, 2.043], [-0.335, -2.013, 0.014], [0.220, -2.204, -1.371], [-1.352, -2.355, 0.262], [0.294, -2.482, 0.780], [-0.496, -1.030, 0.456], [-0.472, -1.708, -2.083], [0.276, -3.272, -1.584], [1.165, -1.687, -1.520]],
  "forces_ev_per_angstrom": [[0.6, 1.3, 0.4], [-0.8, 0.1, 0.1], [0.0, -0.3, -0.1], [0.1, -0.3, 0.0], [-0.2, -0.3, -0.2], [0.0, 0.1, 0.1], [0.2, -0.2, -0.1], [0.2, 0.0, -0.3], [-0.5, -0.1, 2.5], [-1.3, 1.0, -0.5], [0.2, -0.8, -0.9], [0.0, -0.2, -0.2], [0.7, 0.4, -0.9], [0.3, -0.5, 0.1], [0.2, 0.2, -0.2], [0.2, -0.3, 0.2]],
  "nbo_charge": [-0.611, -0.613, 0.203, 0.205, 0.205, 0.202, 0.204, 0.201, -0.617, -0.614, 0.207, 0.199, 0.201, 0.204, 0.212, 0.210],
  "e_tot_ev": -4341.9621,
  "charge": 0,
  "relative_energy_kj_mol": 54.63,
  "homo_lumo_gap_ev": 12.4,
  "max_force_ev_per_a": 2.54,
  "smiles": "CC.CC"
}

***

{
  "formula": "C4H12",
  "method": "ωB97M-V/def2-TZVPD",
  "symbols": ["C", "C", "H", "H", "H", "H", "H", "H", "C", "C", "H", "H", "H", "H", "H", "H"],
  "xyz": [[-1.777, 0.893, 1.185], [-0.928, 2.139, 1.156], [-2.226, 0.792, 2.163], [-2.578, 0.778, 0.436], [-1.161, -0.027, 1.097], [-1.572, 3.015, 1.278], [-0.214, 2.117, 2.017], [-0.093, 2.294, 0.473], [2.037, -1.672, -1.240], [0.544, -1.343, -1.215], [2.386, -2.363, -0.478], [2.412, -2.005, -2.207], [2.672, -0.773, -1.127], [0.259, -1.137, -2.237], [0.265, -0.532, -0.549], [-0.027, -2.177, -0.751]],
  "forces_ev_per_angstrom": [[0.5, -1.6, -0.5], [1.2, 0.5, 1.6], [-0.3, 0.2, 0.3], [0.4, 0.5, 0.1], [-0.2, 0.5, -0.1], [0.5, 0.1, -0.3], [-1.1, 0.0, 0.3], [-0.9, -0.2, -1.3], [1.1, 1.1, 0.0], [0.1, -1.0, 0.8], [-0.2, -0.2, 0.1], [-0.5, -0.6, -0.1], [-0.5, -0.1, 0.3], [-0.7, 0.1, 0.0], [0.4, 0.5, -0.2], [0.2, 0.2, -0.9]],
  "nbo_charge": [-0.611, -0.627, 0.207, 0.206, 0.200, 0.207, 0.203, 0.216, -0.616, -0.617, 0.205, 0.205, 0.201, 0.210, 0.206, 0.205],
  "e_tot_ev": -4341.9311,
  "charge": 0,
  "relative_energy_kj_mol": 57.62,
  "homo_lumo_gap_ev": 12.5,
  "max_force_ev_per_a": 2.03,
  "smiles": "CC.CC"
}

***

{
  "formula": "C4H12",
  "method": "ωB97M-V/def2-TZVPD",
  "symbols": ["C", "C", "H", "H", "H", "H", "H", "H", "C", "C", "H", "H", "H", "H", "H", "H"],
  "xyz": [[1.277, -1.513, 0.597], [1.712, -0.083, 0.932], [2.171, -2.136, 0.629], [0.402, -1.894, 1.121], [0.995, -1.586, -0.472], [2.296, -0.058, 1.862], [0.857, 0.572, 1.053], [2.389, 0.360, 0.204], [-1.444, 0.692, -1.510], [-1.610, 0.844, -0.014], [-1.525, 1.700, -1.950], [-0.421, 0.358, -1.668], [-2.226, 0.073, -1.949], [-2.534, 1.427, 0.236], [-0.839, 1.406, 0.507], [-1.501, -0.162, 0.421]],
  "forces_ev_per_angstrom": [[0.5, 0.4, -1.7], [0.1, -0.2, 0.7], [-0.3, -0.5, 0.5], [0.4, 0.0, 0.5], [-0.1, 0.2, 0.3], [-0.3, -0.1, 0.0], [0.0, 0.1, 0.0], [-0.1, -0.2, -0.4], [0.3, 1.6, 0.2], [-0.7, 0.1, 0.8], [0.1, -0.4, -0.2], [-0.1, -0.4, -0.6], [0.3, -0.2, 0.0], [0.4, -1.2, 0.0], [0.3, 0.3, -0.5], [-0.8, 0.3, 0.3]],
  "nbo_charge": [-0.617, -0.610, 0.208, 0.210, 0.199, 0.201, 0.202, 0.205, -0.608, -0.606, 0.198, 0.205, 0.208, 0.204, 0.199, 0.201],
  "e_tot_ev": -4342.1589,
  "charge": 0,
  "relative_energy_kj_mol": 35.64,
  "homo_lumo_gap_ev": 12.6,
  "max_force_ev_per_a": 1.79,
  "smiles": "CC.CC"
}

***

{
  "formula": "C4H12",
  "method": "ωB97M-V/def2-TZVPD",
  "symbols": ["C", "C", "H", "H", "H", "H", "H", "H", "C", "C", "H", "H", "H", "H", "H", "H"],
  "xyz": [[1.219, -2.024, 0.022], [0.695, -1.836, -1.388], [2.092, -1.422, 0.306], [0.436, -1.736, 0.735], [1.481, -3.048, 0.335], [-0.264, -1.328, -1.422], [0.889, -2.650, -2.083], [1.480, -1.215, -1.830], [-0.853, 1.384, 0.141], [-1.033, 2.398, 1.219], [-1.540, 1.613, -0.712], [0.137, 1.277, -0.302], [-1.225, 0.393, 0.403], [-0.623, 2.333, 2.221], [-2.098, 2.442, 1.462], [-0.793, 3.418, 0.892]],
  "forces_ev_per_angstrom": [[-0.5, -0.6, 1.8], [2.3, 0.7, -0.6], [-0.2, 0.0, -0.5], [0.2, 0.0, 0.0], [-0.1, 0.1, -0.5], [0.0, -0.4, -0.4], [-1.1, -0.7, 0.4], [-0.6, 0.9, -0.2], [-0.7, -0.8, -1.4], [-1.2, 1.5, 0.6], [0.6, 0.3, 0.5], [0.1, 0.1, 0.3], [0.3, -0.1, 0.4], [0.8, -0.8, -0.2], [-0.2, 0.1, -0.2], [0.1, -0.2, -0.2]],
  "nbo_charge": [-0.619, -0.638, 0.204, 0.205, 0.206, 0.216, 0.217, 0.209, -0.613, -0.619, 0.205, 0.207, 0.203, 0.211, 0.202, 0.203],
  "e_tot_ev": -4341.8230,
  "charge": 0,
  "relative_energy_kj_mol": 68.04,
  "homo_lumo_gap_ev": 12.4,
  "max_force_ev_per_a": 2.47,
  "smiles": "CC.CC"
}

***

{
  "formula": "C4H12",
  "method": "ωB97M-V/def2-TZVPD",
  "symbols": ["C", "C", "H", "H", "H", "H", "H", "H", "C", "C", "H", "H", "H", "H", "H", "H"],
  "xyz": [[-0.992, -0.672, 0.971], [-2.250, -1.358, 1.528], [-0.094, -0.948, 1.510], [-0.904, -0.911, -0.086], [-1.020, 0.381, 1.202], [-2.181, -1.334, 2.631], [-2.172, -2.443, 1.358], [-3.153, -0.876, 1.187], [0.875, 0.795, -1.375], [2.324, 1.262, -1.242], [0.186, 1.578, -1.014], [0.455, 0.644, -2.364], [0.680, 0.003, -0.675], [2.939, 1.202, -2.149], [2.397, 2.210, -0.725], [2.911, 0.469, -0.759]],
  "forces_ev_per_angstrom": [[-0.7, -0.4, 0.5], [1.6, -0.6, 1.3], [0.3, -0.7, -0.1], [0.2, 0.4, 0.0], [-0.3, 0.6, -0.6], [-0.4, 0.4, -0.3], [-0.6, 0.3, -0.5], [-0.3, -0.3, -0.1], [-0.7, 1.4, 0.5], [0.8, -1.4, -0.6], [0.4, 0.1, 0.1], [0.5, -0.6, -0.3], [0.0, -0.6, -0.4], [-0.7, 1.0, -0.4], [0.4, 0.0, -0.1], [-0.3, 0.4, 1.0]],
  "nbo_charge": [-0.611, -0.609, 0.203, 0.204, 0.203, 0.199, 0.203, 0.208, -0.626, -0.629, 0.202, 0.211, 0.213, 0.211, 0.212, 0.206],
  "e_tot_ev": -4341.8200,
  "charge": 0,
  "relative_energy_kj_mol": 68.34,
  "homo_lumo_gap_ev": 12.4,
  "max_force_ev_per_a": 2.19,
  "smiles": "CC.CC"
}

***

{
  "formula": "C4H12",
  "method": "ωB97M-V/def2-TZVPD",
  "symbols": ["C", "C", "H", "H", "H", "H", "H", "H", "C", "C", "H", "H", "H", "H", "H", "H"],
  "xyz": [[-2.389, -0.789, 1.179], [-1.974, 0.385, 0.399], [-1.638, -1.222, 1.855], [-3.369, -0.807, 1.588], [-2.643, -1.632, 0.542], [-2.757, 1.127, 0.482], [-2.068, 0.281, -0.664], [-1.051, 0.911, 0.657], [1.884, -0.424, -0.513], [2.674, 0.832, -0.994], [2.565, -1.226, -0.441], [1.403, -0.586, 0.473], [0.999, -0.520, -1.086], [2.309, 1.650, -0.367], [2.253, 1.119, -2.047], [3.803, 0.902, -1.063]],
  "forces_ev_per_angstrom": [[0.4, -2.9, -0.1], [-0.7, 2.2, -0.5], [-0.4, 0.5, 0.1], [-0.7, 1.1, 1.4], [0.8, -0.4, -0.8], [-0.2, 0.7, 0.6], [0.7, -0.7, -0.8], [0.0, -0.5, 0.0], [0.7, 0.4, 1.0], [-1.5, 1.4, -1.0], [0.4, -1.6, -1.0], [0.7, 1.6, 0.3], [-0.4, -0.8, -1.4], [0.5, 0.3, -0.1], [1.0, -0.6, 1.7], [-1.4, -0.8, 0.4]],
  "nbo_charge": [-0.634, -0.632, 0.212, 0.214, 0.208, 0.208, 0.210, 0.215, -0.637, -0.626, 0.211, 0.209, 0.213, 0.207, 0.204, 0.219],
  "e_tot_ev": -4341.0621,
  "charge": 0,
  "relative_energy_kj_mol": 141.46,
  "homo_lumo_gap_ev": 12.1,
  "max_force_ev_per_a": 2.92,
  "smiles": "CC.CC"
}

***

{
  "formula": "C4H12",
  "method": "ωB97M-V/def2-TZVPD",
  "symbols": ["C", "C", "H", "H", "H", "H", "H", "H", "C", "C", "H", "H", "H", "H", "H", "H"],
  "xyz": [[-0.347, 1.691, 0.484], [-0.761, 2.152, 1.851], [-0.903, 0.956, -0.099], [-0.224, 2.517, -0.220], [0.623, 1.185, 0.574], [-1.412, 3.033, 1.876], [0.101, 2.502, 2.423], [-1.298, 1.401, 2.433], [0.562, -1.758, -1.898], [0.525, -2.102, -0.423], [1.145, -2.492, -2.466], [-0.351, -1.766, -2.499], [1.000, -0.767, -2.030], [-0.229, -2.839, -0.160], [0.201, -1.257, 0.192], [1.515, -2.348, -0.052]],
  "forces_ev_per_angstrom": [[1.2, -0.4, -1.1], [-0.8, 0.6, 0.8], [-0.8, 0.1, 0.6], [0.2, 0.1, 0.2], [0.0, 0.3, -0.1], [-0.1, -0.2, -0.5], [0.1, -0.3, 0.0], [0.3, -0.1, 0.0], [0.3, -0.1, -0.9], [-0.9, 0.6, 0.5], [0.4, 0.2, 0.3], [-0.5, 0.2, 0.8], [0.2, -0.1, -0.2], [0.3, -0.6, -0.2], [0.1, 0.2, -0.2], [0.0, -0.4, 0.0]],
  "nbo_charge": [-0.622, -0.615, 0.211, 0.206, 0.202, 0.204, 0.207, 0.207, -0.617, -0.614, 0.203, 0.208, 0.204, 0.207, 0.202, 0.208],
  "e_tot_ev": -4342.1522,
  "charge": 0,
  "relative_energy_kj_mol": 36.29,
  "homo_lumo_gap_ev": 12.7,
  "max_force_ev_per_a": 1.63,
  "smiles": "CC.CC"
}

***

{
  "formula": "C4H12",
  "method": "ωB97M-V/def2-TZVPD",
  "symbols": ["C", "C", "H", "H", "H", "H", "H", "H", "C", "C", "H", "H", "H", "H", "H", "H"],
  "xyz": [[0.232, -2.034, 0.257], [1.486, -2.438, -0.558], [0.282, -2.726, 1.082], [0.390, -1.004, 0.447], [-0.803, -2.197, -0.120], [2.290, -2.493, 0.217], [1.385, -3.500, -0.807], [1.631, -1.906, -1.422], [-1.576, 1.991, -0.018], [-0.208, 2.569, 0.339], [-1.432, 0.970, -0.269], [-2.311, 2.109, 0.647], [-1.761, 2.454, -1.083], [-0.297, 3.679, 0.379], [0.511, 2.233, -0.421], [0.179, 2.291, 1.329]],
  "forces_ev_per_angstrom": [[0.0, -1.2, -1.0], [-1.2, -2.8, 2.8], [-0.1, 0.5, 1.0], [-0.4, 1.0, 1.1], [0.9, 0.2, -0.6], [-0.1, 0.8, -1.1], [0.0, 0.1, -0.4], [0.8, 1.5, -1.8], [3.5, 0.8, -5.0], [-0.1, 0.8, 0.6], [-0.2, -1.3, 0.1], [-2.9, 0.7, 2.4], [-0.5, -0.6, 2.1], [0.4, -0.7, -0.3], [0.0, 0.4, 0.3], [-0.2, -0.2, -0.2]],
  "nbo_charge": [-0.609, -0.597, 0.203, 0.201, 0.201, 0.205, 0.195, 0.201, -0.586, -0.604, 0.199, 0.199, 0.192, 0.199, 0.203, 0.199],
  "e_tot_ev": -4341.5473,
  "charge": 0,
  "relative_energy_kj_mol": 94.65,
  "homo_lumo_gap_ev": 12.5,
  "max_force_ev_per_a": 6.13,
  "smiles": "CC.CC"
}

***

{
  "formula": "C4H12",
  "method": "ωB97M-V/def2-TZVPD",
  "symbols": ["C", "C", "H", "H", "H", "H", "H", "H", "C", "C", "H", "H", "H", "H", "H", "H"],
  "xyz": [[2.115, 0.229, -1.618], [2.515, 0.267, -0.154], [1.059, 0.008, -1.775], [2.260, 1.195, -2.077], [2.574, -0.574, -2.186], [1.740, -0.215, 0.437], [3.449, -0.193, 0.099], [2.670, 1.243, 0.312], [-2.630, -0.936, 0.792], [-1.968, 0.450, 0.921], [-3.653, -0.814, 0.522], [-2.210, -1.585, 0.021], [-2.558, -1.499, 1.721], [-2.601, 1.264, 0.582], [-1.009, 0.579, 0.421], [-1.753, 0.581, 1.981]],
  "forces_ev_per_angstrom": [[-0.4, 0.0, -0.2], [-0.5, 0.1, 0.8], [-0.2, 0.2, 0.4], [0.4, 0.1, -0.5], [0.6, 0.2, 0.0], [0.1, -0.2, 0.2], [0.6, -0.8, -0.3], [-0.5, 0.3, -0.5], [0.8, 0.0, -0.4], [0.3, -0.3, 0.5], [-0.9, 0.0, 0.0], [0.2, 0.2, 0.0], [-0.1, 0.1, 0.0], [-0.2, 0.0, 0.0], [0.0, -0.3, -0.2], [0.0, 0.5, 0.0]],
  "nbo_charge": [-0.618, -0.620, 0.204, 0.208, 0.209, 0.204, 0.207, 0.207, -0.613, -0.616, 0.205, 0.204, 0.204, 0.206, 0.205, 0.205],
  "e_tot_ev": -4342.1255,
  "charge": 0,
  "relative_energy_kj_mol": 38.86,
  "homo_lumo_gap_ev": 12.8,
  "max_force_ev_per_a": 1.00,
  "smiles": "CC.CC"
}

***

{
  "formula": "C4H12",
  "method": "ωB97M-V/def2-TZVPD",
  "symbols": ["C", "C", "H", "H", "H", "H", "H", "H", "C", "C", "H", "H", "H", "H", "H", "H"],
  "xyz": [[1.671, -1.602, 0.512], [1.056, -2.373, -0.624], [1.648, -0.541, 0.397], [1.252, -1.776, 1.489], [2.744, -1.863, 0.595], [0.854, -3.528, -0.443], [0.024, -1.927, -0.877], [1.481, -2.266, -1.663], [-1.292, 1.971, 0.805], [-1.444, 1.988, -0.714], [-0.809, 2.862, 1.154], [-2.221, 1.742, 1.311], [-0.599, 1.187, 1.202], [-2.383, 2.566, -0.986], [-1.357, 1.069, -1.123], [-0.578, 2.576, -0.934]],
  "forces_ev_per_angstrom": [[1.7, -0.7, 0.0], [-3.0, -1.2, -1.8], [-0.2, 0.8, -0.5], [-0.5, -0.4, 0.2], [-0.4, 0.1, 0.1], [0.7, 2.4, -0.2], [1.1, -0.8, 0.8], [0.5, -0.2, 1.4], [0.3, -1.7, 0.8], [-0.8, 3.8, 2.2], [-0.4, 0.8, 0.3], [-0.3, 0.4, 0.3], [-0.4, 0.2, -0.7], [1.2, -0.9, 0.0], [-0.1, -2.9, -1.5], [0.4, 0.4, -1.3]],
  "nbo_charge": [-0.619, -0.621, 0.207, 0.210, 0.201, 0.210, 0.199, 0.214, -0.603, -0.601, 0.201, 0.200, 0.198, 0.202, 0.201, 0.203],
  "e_tot_ev": -4341.6664,
  "charge": 0,
  "relative_energy_kj_mol": 83.16,
  "homo_lumo_gap_ev": 12.5,
  "max_force_ev_per_a": 4.44,
  "smiles": "CC.CC"
}